{
  "formula": "C22H31F5O6PPdTe",
  "method": "ωB97M-V with the def2-TZVPD basis set",
  "orbital_gap_ev": 7.86,
  "e_homo_ev": -6.1,
  "relative_energy_kcal_mol": 0.00,
  "multiplicity": 1,
  "energy_ha": -2545.0702,
  "lumo_ev": 1.721,
  "charge": -1,
  "elements": ["Pd", "O", "C", "O", "C", "C", "C", "C", "C", "O", "C", "C", "O", "O", "H", "H", "H", "H", "H", "H", "H", "H", "F", "Te", "F", "F", "F", "F", "O", "C", "C", "C", "C", "P", "C", "C", "C", "C", "C", "C", "C", "C", "C", "C", "H", "H", "H", "H", "H", "H", "H", "H", "H", "H", "H", "H", "H", "H", "H", "H", "H", "H", "H", "H", "H", "H", "H"],
  "xyz": [[1.310754, 0.489351, -0.678972], [-0.827681, 2.613669, -3.456841], [-0.320656, 1.636430, -2.925143], [0.012445, 1.643711, -1.669800], [-0.234799, 0.332073, -3.720886], [-1.032191, -0.769561, -2.989774], [-1.302606, -1.944230, -3.939476], [0.098895, -2.599059, -4.006047], [0.906437, -1.671262, -3.082177], [-0.072063, -1.327466, -2.088356], [1.163177, -0.356072, -3.842674], [2.361206, 0.510668, -3.428534], [3.081074, 0.931584, -4.320251], [2.584112, 0.784369, -2.177391], [-0.661194, 0.563058, -4.694239], [-1.900616, -0.407780, -2.441084], [-1.680871, -1.614257, -4.907359], [-2.032730, -2.621027, -3.495588], [0.510142, -2.635496, -5.014232], [0.083169, -3.611366, -3.603062], [1.773424, -2.130739, -2.621429], [1.385001, -0.583396, -4.883666], [5.615893, -0.910650, -0.463377], [3.931192, -1.592327, 0.008357], [4.193068, -3.326197, 0.642376], [4.116533, -2.086306, -1.793786], [4.726702, -1.320781, 1.723815], [2.217112, -2.393403, -0.357889], [3.011335, -0.067108, 0.367322], [0.134428, 3.222709, 1.182902], [0.275240, 2.063780, 2.179790], [-0.638805, 2.355530, 3.371981], [1.733848, 2.001218, 2.642311], [-0.137368, 0.484154, 1.246787], [-1.950605, 0.714445, 0.908494], [-2.973915, 0.130440, 1.662130], [-4.311989, 0.348910, 1.369626], [-4.674364, 1.169881, 0.313453], [-3.678825, 1.769949, -0.437721], [-2.339606, 1.547064, -0.145217], [-0.038408, -1.028853, 2.374282], [-0.720690, -2.166028, 1.584799], [-0.600148, -0.880658, 3.797572], [1.412541, -1.482719, 2.564152], [0.498975, 4.129501, 1.674182], [-0.902332, 3.392749, 0.895433], [0.714757, 3.066208, 0.273453], [-0.422641, 3.365700, 3.731964], [-0.479806, 1.672749, 4.202180], [-1.693737, 2.321962, 3.092373], [2.004628, 2.972883, 3.065330], [2.415913, 1.781996, 1.819598], [1.887074, 1.250184, 3.417509], [-2.755112, -0.518894, 2.488811], [-5.070714, -0.125205, 1.980173], [-5.718815, 1.337607, 0.081794], [-3.927853, 2.423503, -1.264357], [-1.587571, 2.024864, -0.752192], [-1.801742, -2.076735, 1.528288], [-0.478174, -3.114751, 2.070696], [-0.331921, -2.208294, 0.563886], [-1.561419, -0.388288, 3.892040], [0.106821, -0.335316, 4.423391], [-0.693278, -1.885200, 4.221872], [1.842690, -1.730364, 1.607544], [1.401422, -2.392195, 3.171036], [2.045234, -0.750915, 3.059823]],
  "forces_ev_per_angstrom": [[-0.108, 0.416, 0.485], [-0.049, -0.018, 0.033], [-0.093, -0.004, -0.118], [0.176, -0.055, -0.185], [0.110, -0.026, 0.282], [-0.088, 0.004, -0.069], [-0.017, 0.040, -0.003], [0.011, -0.032, 0.020], [0.093, -0.140, -0.145], [-0.031, -0.058, -0.084], [-0.006, 0.099, 0.068], [0.106, 0.198, 0.001], [0.005, -0.091, -0.007], [0.003, -0.342, -0.149], [0.035, -0.056, -0.026], [0.041, -0.010, 0.064], [0.018, -0.002, -0.009], [-0.020, 0.004, -0.022], [0.010, -0.013, 0.003], [-0.003, -0.002, 0.002], [-0.001, 0.075, 0.083], [-0.138, 0.043, -0.034], [-0.035, -0.138, 0.218], [0.174, 0.732, 0.103], [0.474, -0.222, -0.662], [-0.216, -0.182, 0.127], [-0.475, -0.117, 0.116], [0.033, -0.073, 0.377], [0.024, -0.127, -0.427], [0.081, 0.026, -0.007], [-0.019, -0.057, 0.037], [-0.044, 0.011, -0.033], [0.007, -0.009, 0.011], [0.041, 0.154, -0.121], [-0.005, -0.104, -0.029], [0.008, 0.001, -0.032], [0.001, 0.029, 0.029], [-0.006, -0.013, -0.001], [0.002, 0.033, 0.008], [-0.011, 0.080, 0.079], [-0.049, 0.003, -0.070], [0.034, 0.029, -0.004], [0.015, -0.065, 0.003], [0.032, 0.057, -0.022], [-0.004, 0.010, -0.011], [-0.005, 0.006, 0.024], [0.000, -0.009, 0.012], [-0.005, 0.003, -0.003], [0.020, -0.012, 0.018], [0.000, 0.011, -0.013], [0.013, -0.001, -0.004], [-0.009, -0.011, 0.001], [-0.018, 0.020, 0.025], [0.046, -0.062, 0.051], [-0.001, -0.013, -0.010], [-0.004, 0.006, 0.001], [-0.002, -0.014, -0.012], [-0.040, -0.010, 0.007], [-0.020, -0.006, 0.007], [-0.018, -0.005, 0.013], [0.016, 0.000, 0.001], [-0.047, 0.046, -0.039], [0.012, -0.008, 0.005], [-0.007, 0.005, 0.002], [-0.046, -0.069, 0.038], [-0.007, 0.012, 0.038], [0.002, 0.022, -0.041]]
}